# 1
56
Properties=species:S:1:pos:R:3:mulliken_charge:R:1 method="wB97M-V/def2-TZVPD" gap_ev=8.94 e_homo_ev=-8.11
C 1.970 -4.399 -0.953 -1.129
C 0.496 -4.275 -1.311 -0.265
H -0.103 -5.017 -0.780 0.360
H 0.359 -4.386 -2.392 0.319
O -0.033 -3.012 -0.905 -0.243
C 0.176 -1.975 -1.719 -0.656
O 0.751 -2.065 -2.774 -0.564
C -0.449 -0.697 -1.169 2.469
C -0.086 -0.525 0.314 -0.418
C 1.408 -0.221 0.483 -1.082
N 1.854 0.943 -0.255 0.165
C 1.550 0.781 -1.662 -1.493
C 0.067 0.509 -1.965 -0.983
H -0.032 0.314 -3.032 0.594
H -0.533 1.385 -1.714 0.397
H 1.873 1.679 -2.194 0.499
H 2.143 -0.061 -2.030 0.467
C 1.379 2.213 0.289 -0.817
C 1.849 2.378 1.708 -0.085
C 3.221 2.413 1.930 -0.521
C 3.745 2.509 3.204 -0.694
C 2.889 2.568 4.293 -0.577
C 1.525 2.531 4.092 -0.752
C 0.983 2.436 2.807 1.180
C -0.471 2.367 2.703 0.228
C -1.367 1.749 3.538 -0.554
C -2.651 1.983 2.996 -0.616
C -2.452 2.732 1.878 -0.639
O -1.143 2.966 1.691 -0.362
H -3.131 3.146 1.159 0.534
H -3.589 1.642 3.384 0.475
H -1.137 1.177 4.413 0.576
H 0.854 2.588 4.937 0.467
H 3.285 2.646 5.294 0.399
H 4.814 2.537 3.351 0.402
H 3.877 2.348 1.075 0.454
H 1.829 3.003 -0.322 0.587
H 0.292 2.324 0.223 0.335
H 1.639 -0.074 1.541 0.438
H 1.993 -1.073 0.122 0.479
H -0.339 -1.430 0.866 0.681
H -0.675 0.294 0.729 -0.310
C -1.979 -0.848 -1.287 -1.502
C -2.480 -1.103 -2.705 -0.401
O -3.869 -1.339 -2.636 -0.331
C -4.445 -1.584 -3.891 -0.722
H -4.003 -2.468 -4.367 0.297
H -4.318 -0.726 -4.564 0.287
H -5.506 -1.756 -3.719 0.252
H -1.972 -1.975 -3.146 0.366
H -2.281 -0.236 -3.354 0.360
H -2.302 -1.683 -0.663 0.320
H -2.461 0.055 -0.908 0.344
H 2.548 -3.663 -1.507 0.270
H 2.113 -4.234 0.112 0.285
H 2.326 -5.392 -1.211 0.430



# 2
18
Properties=species:S:1:pos:R:3:mulliken_charge:R:1 method="wB97M-V/def2-TZVPD" total_charge=+1 gap_ev="8.88 / 4.33" e_homo_ev="-13.17 / -13.15" multiplicity=2
O 2.445 1.738 2.465 -0.420
C 1.952 0.870 1.806 -0.112
C 0.807 1.063 0.827 -0.469
C -0.106 -0.163 0.842 -0.552
C -1.434 0.106 0.112 -0.698
N -1.111 -1.797 -2.981 -0.404
C -1.108 -1.470 -1.746 0.215
N -1.305 -0.199 -1.294 -0.098
H 2.279 -0.195 1.905 0.327
H 0.327 2.012 1.034 0.338
H 1.209 1.179 -0.185 0.330
H -0.227 -0.457 1.882 0.414
H 0.460 -1.007 0.424 0.349
H -2.220 -0.508 0.571 0.297
H -1.698 1.154 0.194 0.467
H -1.076 -1.053 -3.679 0.292
H -0.954 -2.201 -0.949 0.402
H -1.835 0.407 -1.920 0.320



# 3
90
Properties=species:S:1:pos:R:3:mulliken_charge:R:1 method="wB97M-V/def2-TZVPD" total_charge=+1 gap_ev=6.89 e_homo_ev=-9.94
Ti 0.097 -0.550 0.341 -0.220
O -0.342 -0.021 -1.324 0.427
C -1.308 0.777 -1.841 0.344
C -1.025 1.584 -2.933 -0.680
C -2.010 2.418 -3.429 -0.640
C -3.271 2.453 -2.840 -0.984
C -3.548 1.637 -1.761 -0.975
C -2.574 0.775 -1.251 0.254
C -2.858 -0.135 -0.146 0.290
N -1.974 -0.818 0.580 0.957
C -2.688 -1.549 1.510 -0.899
C -4.007 -1.321 1.335 -0.877
N -4.098 -0.434 0.285 0.045
H -0.037 1.543 -3.372 0.492
H -1.793 3.054 -4.277 0.466
H -4.032 3.121 -3.220 0.428
H -4.527 1.693 -1.299 0.427
H -2.197 -2.176 2.234 0.500
H -4.873 -1.697 1.850 0.437
H -4.950 -0.088 -0.121 0.192
Te 0.139 0.748 2.718 0.052
C 0.648 2.642 1.901 -0.241
C 0.922 3.681 2.787 -0.298
C 1.227 4.949 2.305 -0.600
C 1.256 5.191 0.941 -0.487
C 0.984 4.158 0.053 -1.049
C 0.688 2.890 0.530 0.487
H 0.889 3.512 3.857 0.419
H 1.438 5.749 3.004 0.399
H 1.487 6.181 0.569 0.397
H 1.007 4.337 -1.015 0.442
H 0.510 2.091 -0.180 0.169
N 3.605 1.047 2.089 -0.182
C 3.834 0.303 1.017 -0.165
S 2.625 0.010 -0.165 0.422
N 5.073 -0.176 0.851 0.037
C 5.573 -0.868 -0.303 -0.183
C 6.025 -2.170 -0.173 -0.233
C 6.554 -2.820 -1.281 -0.797
C 6.626 -2.167 -2.502 -0.456
C 6.181 -0.856 -2.617 -0.666
C 5.659 -0.199 -1.515 0.030
H 4.322 1.252 2.766 0.190
H 2.665 1.375 2.261 -0.130
H 5.730 -0.022 1.601 0.258
H 5.969 -2.671 0.784 0.524
H 6.909 -3.837 -1.184 0.411
H 7.037 -2.675 -3.364 0.422
H 6.245 -0.342 -3.567 0.401
H 5.312 0.824 -1.590 0.462
C -2.868 -4.084 -0.822 -0.979
Si -1.417 -4.604 0.248 0.521
C -2.112 -4.919 1.973 -1.033
C -0.782 -6.241 -0.396 -1.136
Ge 0.464 -3.050 0.253 0.251
Si 1.251 -3.226 -2.049 0.812
C 2.115 -4.881 -2.264 -1.230
C -0.319 -3.129 -3.085 -1.104
C 2.420 -1.964 -2.767 -0.586
Si 1.576 -3.541 2.313 0.716
C 1.785 -5.394 2.483 -1.166
C 3.246 -2.739 2.515 -0.430
C 0.500 -2.956 3.749 -0.942
H -3.728 -4.697 -0.533 0.421
H -2.688 -4.242 -1.885 0.396
H -3.143 -3.037 -0.677 0.093
H -3.025 -4.341 2.129 0.370
H -1.429 -4.708 2.795 0.095
H -2.384 -5.976 2.045 0.450
H -1.590 -6.976 -0.332 0.438
H 0.067 -6.624 0.172 0.294
H -0.480 -6.174 -1.440 0.192
H 1.422 -5.712 -2.378 0.401
H 2.783 -5.111 -1.431 0.289
H 2.725 -4.833 -3.171 0.428
H -0.614 -4.115 -3.455 0.425
H -0.126 -2.493 -3.952 0.453
H -1.168 -2.704 -2.551 0.021
H 3.418 -2.003 -2.333 -0.378
H 2.061 -0.936 -2.723 0.163
H 2.486 -2.251 -3.823 0.509
H 2.585 -5.773 1.843 0.319
H 0.875 -5.950 2.251 0.238
H 2.049 -5.613 3.522 0.416
H 3.940 -2.984 1.712 -0.193
H 3.663 -3.101 3.462 0.513
H 3.143 -1.654 2.587 0.070
H -0.120 -3.758 4.154 0.505
H -0.161 -2.117 3.525 -0.062
H 1.166 -2.626 4.552 0.422



# 4
35
Properties=species:S:1:pos:R:3:mulliken_charge:R:1 method="wB97M-V/def2-TZVPD" gap_ev=10.04 e_homo_ev=-9.95
C 1.358 -2.294 0.594 -0.142
N 0.978 -1.341 -0.271 0.061
C -2.371 0.544 0.012 -1.514
C -0.846 0.306 0.162 -0.057
C -0.438 -1.023 -0.497 0.407
C -0.655 -1.095 -1.996 -0.289
O -1.098 -0.191 -2.648 -0.489
O 0.661 -3.200 1.021 -0.582
H 2.419 -2.258 0.865 0.378
H 1.625 -0.591 -0.458 0.227
H -2.586 0.825 -1.013 0.355
H -3.028 -0.315 0.173 0.360
H -2.623 1.387 0.665 0.401
H -0.351 1.116 -0.344 -0.061
H -0.719 0.163 1.225 0.362
H -1.055 -1.767 -0.004 0.200
H -0.318 -2.059 -2.423 0.410
H 2.298 2.684 1.650 0.319
H 1.938 1.672 0.565 0.387
O 1.608 2.062 1.392 -0.701
H -0.755 4.433 0.546 0.316
H 0.395 3.460 0.978 0.369
O 0.185 4.239 0.432 -0.684
H 2.844 0.948 -1.696 0.234
H 1.755 2.054 -1.460 0.327
O 2.109 1.189 -1.126 -0.669
H -0.891 -3.925 0.171 0.388
H -2.430 -4.077 -0.200 0.301
O -1.533 -4.349 -0.433 -0.626
H -0.460 -2.526 3.051 0.318
H -0.360 -3.988 3.000 0.340
O -0.786 -3.293 3.533 -0.647
H 1.127 4.016 -1.074 0.415
H 0.606 3.570 -2.467 0.313
O 1.398 3.625 -1.925 -0.727



We obtain relative energy (zero: lowest compared OMol25 entry of this formula, charge and spin) values of 61.9 47.4 0.0 22.6 kcal/mol for the records listed above, in that order.